Here is a molecular structure, C33H38AsILuN2O4PS from the Open Molecules 2025 dataset. Energies are from wB97M-V/def2-TZVPD.

## Properties
Highest occupied orbital energy (spin up / spin down) ... -0.472 / -0.472 hartree
Total charge ... +2
Energy ... -168677.213 eV
HOMO-LUMO gap (spin up / spin down) ... 5.69 / 2.76 eV
Lowest unoccupied orbital energy (spin up / spin down) ... -7.16 / -10.09 eV
Relative energy (zero: lowest compared OMol25 entry of this formula, charge and spin) ... 0.000 eV

```
82
Properties=species:S:1:pos:R:3:lowdin_charge:R:1
Lu 13.026 9.998 11.027 1.35
C 11.205 8.166 15.815 -0.18
C 12.569 8.803 15.910 -0.43
As 13.596 8.554 14.187 1.12
C 13.671 6.502 14.263 -0.43
C 14.033 5.818 15.573 -0.16
C 15.443 9.096 14.792 -0.43
C 15.444 9.974 16.054 -0.16
H 10.549 8.627 16.579 0.09
H 11.211 7.089 15.988 0.07
H 10.749 8.358 14.838 0.04
H 13.133 8.359 16.736 0.06
H 12.461 9.866 16.103 0.05
H 14.404 6.223 13.472 0.05
H 12.686 6.182 13.921 0.03
H 15.063 6.038 15.907 0.07
H 13.955 4.717 15.461 0.09
H 13.344 6.110 16.378 0.06
H 15.792 9.665 13.937 0.01
H 16.026 8.194 14.919 0.05
H 14.818 10.855 15.905 0.04
H 16.461 10.306 16.252 0.07
H 15.033 9.444 16.939 0.08
O 14.346 8.316 10.141 -0.12
C 15.417 9.021 10.427 -0.47
N 15.226 10.257 10.985 -0.33
S 16.341 11.525 10.925 1.08
O 15.838 12.451 9.903 -0.38
O 17.765 10.649 9.972 -0.11
C 17.931 9.334 10.235 -0.21
C 19.217 8.804 10.374 0.09
C 19.374 7.469 10.766 0.03
C 18.245 6.659 10.853 0.05
C 16.955 7.152 10.586 0.07
C 16.753 8.488 10.296 -0.05
H 20.018 9.510 10.281 0.15
H 20.372 7.071 10.977 0.14
H 18.349 5.613 11.083 0.14
H 16.126 6.457 10.536 0.15
C 8.533 7.851 6.535 -0.04
C 9.871 8.289 6.748 -0.07
C 10.251 8.629 8.026 -0.12
C 9.336 8.537 9.091 -0.41
C 8.019 8.101 8.908 -0.06
C 7.607 7.788 7.596 -0.05
P 9.932 8.892 10.719 1.03
C 9.326 7.527 11.735 -0.39
C 10.121 6.355 11.764 -0.11
C 9.825 5.320 12.648 -0.08
C 8.751 5.438 13.552 -0.06
C 7.938 6.565 13.470 -0.05
C 8.198 7.606 12.551 -0.09
C 8.949 10.295 11.272 -0.38
C 8.437 11.242 10.381 -0.08
C 8.152 12.526 10.821 -0.07
C 8.408 12.852 12.156 -0.06
C 8.773 11.864 13.098 -0.07
C 9.054 10.585 12.659 -0.12
H 8.236 7.579 5.523 0.11
H 10.583 8.451 5.934 0.11
H 11.220 9.081 8.256 0.06
H 7.302 8.106 9.748 0.12
H 6.590 7.514 7.407 0.10
H 10.979 6.289 11.074 0.10
H 10.438 4.421 12.631 0.11
H 8.574 4.657 14.252 0.10
H 7.082 6.729 14.102 0.11
H 7.558 8.487 12.518 0.11
H 8.275 10.944 9.345 0.11
H 7.842 13.297 10.131 0.11
H 8.275 13.875 12.463 0.11
H 8.772 12.084 14.143 0.10
H 9.468 9.836 13.317 0.09
N 12.799 12.741 8.154 0.21
C 12.355 12.159 9.296 -0.56
O 12.078 10.873 9.341 -0.27
C 12.203 12.957 10.455 -0.07
I 12.990 12.080 13.197 0.29
H 13.108 12.029 7.480 0.14
H 13.336 13.606 8.194 0.14
H 11.278 12.967 10.995 0.02
H 12.780 13.883 10.513 0.07
```